1.
{"formula": "C32H85FFeO11", "method": "ωB97M-V with the def2-TZVPD basis set", "e_tot_ev": -94184.853, "s_squared": 12.0124, "mol_weight_g_mol": 720.9, "e_above_lowest_kj_mol": 62.94, "spin_multiplicity": 7, "symbols": ["Fe", "F", "O", "O", "O", "O", "O", "O", "O", "O", "O", "O", "O", "C", "C", "C", "C", "C", "C", "C", "C", "C", "C", "C", "C", "C", "C", "C", "C", "C", "C", "C", "C", "C", "C", "C", "C", "C", "C", "C", "C", "C", "C", "C", "C", "H", "H", "H", "H", "H", "H", "H", "H", "H", "H", "H", "H", "H", "H", "H", "H", "H", "H", "H", "H", "H", "H", "H", "H", "H", "H", "H", "H", "H", "H", "H", "H", "H", "H", "H", "H", "H", "H", "H", "H", "H", "H", "H", "H", "H", "H", "H", "H", "H", "H", "H", "H", "H", "H", "H", "H", "H", "H", "H", "H", "H", "H", "H", "H", "H", "H", "H", "H", "H", "H", "H", "H", "H", "H", "H", "H", "H", "H", "H", "H", "H", "H", "H", "H", "H"], "coordinates": [[2.3744, 2.1133, -6.1735], [3.6866, 3.6139, -6.5976], [1.2430, 2.7344, -7.9178], [6.3723, 3.9408, -6.9249], [4.3439, -6.6268, -9.7954], [8.4376, 0.3341, -10.9897], [-1.5446, -0.0850, -10.4157], [6.7675, -0.7819, -12.7770], [3.3382, 1.8505, -4.3305], [6.6554, -6.5377, -8.2208], [3.5205, 0.7313, -7.1561], [9.3746, -1.3846, -4.1686], [3.4957, -4.9603, -3.1828], [1.3902, 4.3960, -9.4680], [0.2422, -0.9875, -9.0549], [6.8843, -5.5205, -7.3261], [5.6233, -5.4978, -6.3844], [7.1609, -4.2120, -7.9791], [4.3550, -5.7604, -12.0443], [3.8794, -0.5719, -7.4844], [6.7988, 2.8912, -7.7454], [9.1579, -0.7049, -10.3975], [1.9214, 3.0038, -9.0844], [4.5286, -5.4606, -10.5884], [3.5914, -4.3778, -10.0099], [10.3974, -0.1058, -9.7810], [5.4196, -0.5312, -13.1426], [5.3265, 2.7484, -3.4721], [8.2753, 2.9703, -7.9103], [3.5042, -3.7301, -3.8277], [7.2411, -2.2464, -4.2689], [4.9078, 0.7033, -12.3704], [6.0747, 2.8967, -9.0609], [8.3510, -1.6428, -5.1059], [1.7701, 1.8819, -10.1839], [-1.1089, -1.2323, -9.6910], [4.8761, 0.2628, -3.5929], [3.2761, -2.6581, -2.7610], [7.9595, -0.3657, -5.7748], [-2.1841, -1.5194, -8.6265], [2.4435, -3.7234, -4.9212], [8.1690, -1.1303, -9.2600], [4.7979, -0.6194, -8.6462], [4.6011, -1.7820, -12.8211], [4.7117, 1.6247, -4.2460], [8.0656, -4.2329, -8.5867], [4.2057, -2.3302, -2.2959], [2.2748, 2.2281, -11.0859], [6.2347, 3.7944, -9.6581], [4.8676, -4.8995, -6.8934], [7.3075, -1.6686, -9.6553], [4.4140, -0.9854, -6.6293], [5.1822, -6.4828, -6.2320], [4.9939, -6.5956, -12.3315], [5.0085, 2.9364, -8.8377], [5.8884, -5.0898, -5.4090], [1.8511, 4.7145, -10.4030], [-1.9812, -2.3946, -8.0093], [3.6711, -1.7564, -13.3891], [2.6557, -4.5095, -5.6459], [2.6090, -2.9748, -1.9593], [5.6861, -0.0059, -8.4951], [2.7705, -1.7782, -3.1587], [2.5999, -5.2006, -2.9348], [7.2036, -1.4112, -13.3561], [2.4740, -2.7460, -5.4027], [4.3306, -1.8481, -11.7672], [9.3806, -1.5295, -11.0746], [5.1209, -1.6474, -8.8104], [8.7391, 0.0719, -6.3984], [5.7413, -6.4320, -8.4943], [0.3095, 4.5370, -9.4498], [1.4703, -3.9606, -4.4915], [5.1079, -2.6652, -13.2101], [3.4074, -6.7750, -9.6450], [7.0637, -0.4204, -6.3933], [5.9355, 0.0236, -3.4996], [2.5417, -4.6653, -10.0695], [7.9355, -0.3105, -8.5806], [6.4040, 2.7134, -3.3113], [10.8203, -0.7270, -8.9915], [4.2687, -0.3615, -9.5636], [8.5447, -1.8867, -8.5709], [7.2319, -3.4240, -7.2293], [8.6988, 3.1348, -6.9195], [6.5336, 1.9265, -7.3129], [4.4712, -3.5349, -4.2913], [8.8110, -2.2945, -5.8488], [0.7660, 1.6920, -10.5633], [4.3352, -0.4963, -4.1579], [3.8674, 0.9316, -12.6018], [9.5573, -2.2640, -3.8295], [0.2880, -0.1810, -8.3231], [11.1406, 0.0880, -10.5545], [3.3255, -6.0436, -12.2634], [5.4381, 1.5950, -12.7047], [3.0154, -1.2084, -7.6751], [6.3571, -3.9120, -8.6515], [7.7105, 0.3832, -5.0230], [0.6922, -1.8716, -8.6033], [7.7308, -0.0580, -11.5076], [5.5703, -5.1437, -10.5394], [8.7499, 2.0594, -8.2751], [5.1763, 0.5632, -11.3234], [8.5888, 3.7537, -8.6003], [4.7160, -4.9095, -12.6220], [-3.2069, -1.5393, -9.0026], [-2.2286, -0.6582, -7.9599], [3.5882, -3.3894, -10.4695], [2.1887, 0.9610, -9.7780], [3.6830, -4.2370, -8.9329], [-2.3557, -0.2585, -10.8990], [2.9947, 3.0272, -8.8961], [1.6193, 5.0945, -8.6633], [4.4231, 0.2154, -2.6026], [10.1120, 0.8549, -9.3526], [6.2405, 2.0013, -9.6599], [5.2272, 1.6167, -5.2063], [0.3371, 2.6951, -8.2329], [5.1465, 3.6671, -4.0304], [3.0176, 1.7389, -3.4325], [6.9945, -1.6908, -3.3641], [7.4232, -3.2862, -3.9974], [5.4230, 3.8300, -6.8341], [4.7525, 2.8778, -2.5545], [-0.9560, -2.1771, -10.2127], [7.7541, -5.6787, -6.6885], [5.3763, -0.2745, -14.2010], [6.3219, -2.1494, -4.8467], [0.9069, -0.7752, -9.8923]], "atomic_forces_ev_per_a": [[2.3585, -0.6063, -1.7133], [-1.5308, -1.6025, 0.4868], [-0.5179, -1.2590, 1.3454], [0.4969, 0.2306, 0.2516], [0.6302, -0.2691, 0.1722], [0.5924, 1.0111, -1.0972], [1.0429, -0.1313, -0.3456], [0.3584, 0.4637, 0.3442], [-0.8139, 0.4002, -0.6671], [0.8919, -0.9269, -0.9629], [-1.5649, 2.1932, 1.0213], [1.1066, 0.3840, 0.2097], [1.0858, -1.5576, 0.1878], [0.9373, 0.2360, -0.0477], [0.5576, 0.3326, -0.6936], [-1.1768, 0.1815, 2.1680], [0.8946, 0.5897, -0.3635], [-0.3223, 0.9417, -0.4581], [-0.1511, -0.2488, -0.4062], [-0.2550, 0.2153, 0.9036], [-0.1091, -0.5073, -0.8282], [-1.5227, 0.0706, 2.5825], [0.4116, 0.6466, -3.0999], [-0.5821, 0.8674, 0.4038], [-0.4975, 0.1500, -0.0079], [0.2261, 0.1562, -0.3088], [-0.7835, 0.0641, 0.3151], [-0.3113, 1.1589, 0.0613], [1.1273, -0.0935, 0.3977], [-1.1219, 0.9288, 0.2702], [-1.2440, -0.2023, -1.0086], [1.1538, -0.1977, -0.6350], [-1.1239, 0.3112, -0.5263], [0.0907, 0.0663, 0.6356], [-0.1512, 1.1169, 0.5501], [-1.1892, -0.7219, 1.9353], [0.2404, -0.0158, -0.1233], [-0.3518, 0.8173, -0.0454], [-0.3560, 1.1624, -0.0194], [0.0649, 0.7035, 0.4456], [0.5037, 0.0595, 0.0925], [1.0906, -1.5796, 0.2162], [0.3113, -0.3558, -0.9271], [-0.4878, 0.4232, -0.9558], [2.4125, -1.0218, 0.6792], [0.1219, -0.0841, 0.1642], [0.0330, -0.0999, -0.0022], [0.5579, -0.1420, 0.1625], [0.4952, 0.0304, -0.0316], [-0.2128, 0.2968, 0.2437], [-0.3789, 0.6644, -0.2507], [0.0261, -0.3123, 0.4065], [0.3948, -0.1324, -0.0539], [0.0034, -0.1012, 0.1663], [-0.1857, -0.2426, 0.0378], [-0.3163, 0.2354, -0.0058], [-0.3131, 0.3141, -0.0138], [-0.0005, -0.1207, -0.1827], [-0.2599, 0.1310, 0.0676], [0.1242, 0.0695, -0.1005], [0.0357, -0.4692, -0.0365], [-0.1725, 0.0929, -0.1565], [0.1916, 0.1787, -0.2393], [-0.1052, 0.1552, -0.0266], [-0.2371, -0.0359, -0.1738], [-0.4315, -0.0363, -0.1876], [0.3908, -0.1263, 0.0020], [-0.0029, -0.1136, -0.1308], [0.1673, -0.1755, 0.1505], [0.1810, -0.1937, 0.0883], [-0.3450, -0.4326, -0.4865], [-0.3016, -0.8120, -0.7194], [-0.2105, 0.3616, 0.0049], [0.1662, -0.1250, 0.4092], [-0.1372, 0.0780, -0.0772], [-0.0317, -0.4766, -0.1032], [-0.1799, -0.1172, -0.0052], [-0.1990, -0.5058, -0.4587], [-0.2630, 0.3061, -0.6485], [-0.1289, -0.4203, 0.1613], [0.0479, -0.0926, -0.1287], [0.1035, 0.4332, -0.0417], [0.6809, -0.2035, 0.0101], [0.1977, 0.0947, 0.0403], [0.2313, 0.2756, -0.0170], [0.0559, -0.3483, 0.5589], [0.1734, -0.4783, 0.1006], [-0.6066, -0.5273, -0.2389], [-0.4044, 0.0357, 0.5632], [0.3240, -0.0447, -0.2897], [-0.1375, -0.4855, 0.4638], [0.4760, 0.1041, 0.4199], [-0.1611, 0.1247, -0.0975], [0.1638, 0.0112, 0.0977], [-0.0782, 0.2410, -0.3040], [0.2900, -0.0263, -0.0171], [-0.3470, -0.0922, 0.0859], [-0.2670, -0.0246, -0.0945], [0.1178, 0.1020, 0.2313], [-0.4984, -0.2418, 0.1585], [-0.2705, 0.0053, -0.3612], [0.1047, -0.1367, 0.8468], [-0.4033, -0.1930, -0.1322], [-0.6047, 0.1202, 0.1423], [-0.1214, 0.2485, 0.1691], [-0.4560, 0.0957, -0.1835], [0.0706, -0.4950, -0.4553], [0.2748, 0.0922, 0.2399], [0.5210, -0.0914, -0.1898], [0.1357, 0.0889, -0.2657], [0.7002, -0.0248, 0.0641], [-0.0467, -0.2730, 0.0885], [-0.2071, 0.3139, 0.3751], [0.7994, 0.0211, -0.0480], [0.0613, 0.3199, 0.2895], [0.0716, -0.0215, 0.0571], [0.2970, 0.0310, -0.0220], [-0.8151, -0.0817, -0.4635], [-0.6780, -0.3078, 0.8884], [0.0407, 0.0704, -0.1474], [-0.7593, 0.1110, 0.0688], [0.6980, 0.1425, 0.0113], [-0.0339, -0.0565, -0.0771], [-0.7363, 0.2105, 0.2178], [0.3811, -0.0773, 0.4872], [-0.3324, 0.2522, -1.1417], [0.1817, -0.8708, -0.1105], [-0.0322, -0.2921, -0.2326], [-0.3152, -0.6294, -0.1388], [0.2149, 0.3464, 0.1137]], "lowdin_spin": [4.842, 0.177, 0.181, 0.003, 0.000, 0.000, 0.001, 0.000, 0.196, 0.000, 0.411, 0.000, 0.000, 0.006, 0.004, 0.000, 0.000, 0.000, 0.000, 0.040, 0.001, 0.000, 0.013, 0.000, 0.000, 0.000, 0.000, 0.005, 0.000, 0.000, 0.000, 0.000, 0.001, 0.000, 0.003, 0.000, 0.005, 0.000, 0.000, 0.000, 0.001, 0.000, 0.009, 0.000, 0.015, 0.000, 0.000, 0.001, 0.000, 0.000, 0.000, 0.012, 0.000, 0.000, 0.001, 0.000, 0.001, 0.000, 0.000, 0.000, 0.000, 0.000, 0.001, 0.000, 0.000, 0.001, 0.000, 0.000, 0.001, 0.000, 0.000, 0.001, 0.000, 0.000, 0.000, 0.000, 0.001, 0.000, 0.000, 0.001, 0.000, 0.000, 0.000, 0.000, 0.000, 0.000, 0.000, 0.000, 0.000, 0.001, 0.000, 0.000, 0.009, 0.000, 0.000, 0.000, 0.005, 0.000, 0.000, 0.000, 0.000, 0.000, 0.000, 0.000, 0.000, 0.000, 0.000, 0.001, 0.000, 0.000, 0.000, 0.000, 0.000, 0.000, 0.001, 0.000, 0.000, 0.000, 0.018, 0.000, 0.026, 0.000, 0.000, 0.001, 0.001, 0.000, 0.000, 0.000, 0.000, 0.000]}

=====

2.
{"formula": "C19H26CoN2OS4", "method": "ωB97M-V with the def2-TZVPD basis set", "e_tot_ev": -106116.015, "total_charge": 1, "mol_weight_g_mol": 485.6, "symbols": ["Co", "S", "S", "S", "S", "O", "N", "N", "C", "C", "C", "C", "C", "C", "C", "C", "C", "C", "C", "C", "C", "C", "C", "C", "C", "C", "C", "H", "H", "H", "H", "H", "H", "H", "H", "H", "H", "H", "H", "H", "H", "H", "H", "H", "H", "H", "H", "H", "H", "H", "H", "H", "H"], "coordinates": [[0.5178, -0.6496, 0.0655], [1.0574, -0.6241, -2.2736], [-0.0417, -0.7276, 2.2381], [1.3508, 1.5065, 0.3224], [-1.5557, 0.0397, -0.4395], [2.6406, 1.5603, -0.4066], [2.3939, -1.5304, 0.3289], [0.0126, -2.6077, -0.3718], [2.7252, -1.3558, -2.1593], [3.3299, -1.2390, -0.7732], [-2.4232, -0.0252, 1.0907], [0.2751, 2.7286, -0.3808], [-0.7322, -2.6993, -1.6319], [2.1789, -2.9500, 0.6375], [-3.8022, -0.0306, 3.5042], [-1.7586, -0.3200, 2.2599], [-4.4777, 0.2491, 2.3225], [0.6551, 3.2811, -1.5911], [1.5999, 2.1968, 1.9365], [-1.3869, 4.5516, -1.5829], [-3.7894, 0.2565, 1.1220], [-2.4468, -0.3073, 3.4730], [-0.9240, 3.0572, 0.2409], [1.1608, -3.5266, -0.3052], [-0.1895, 4.2074, -2.1911], [-1.7519, 3.9822, -0.3671], [0.0158, -2.0281, -2.7793], [2.7881, -1.0988, 1.1599], [4.2090, -1.8878, -0.7163], [1.7984, -3.0122, 1.6572], [2.6661, -2.3747, -2.5352], [-1.6770, -2.1917, -1.4846], [0.0950, 4.6574, -3.1328], [-1.2150, 2.5959, 1.1773], [-5.5377, 0.4644, 2.3364], [-4.3304, -0.0369, 4.4484], [1.5759, -3.6409, -1.3051], [0.6695, 2.1527, 2.4978], [-0.9373, -3.7413, -1.8930], [-4.2968, 0.4825, 0.1912], [0.8568, -4.5185, 0.0314], [-1.9049, -0.5238, 4.3863], [1.5956, 2.9948, -2.0437], [1.9391, 3.2183, 1.7769], [-2.6870, 4.2518, 0.1048], [-0.6218, -2.8137, 0.3983], [-2.0436, 5.2683, -2.0581], [3.6527, -0.2140, -0.6381], [-0.7129, -1.6110, -3.4722], [3.1131, -3.5141, 0.5831], [0.6545, -2.7079, -3.3418], [2.3627, 1.5947, 2.4276], [3.3538, -0.7891, -2.8446]], "atomic_forces_ev_per_a": [[0.1368, -0.3607, -0.5490], [-0.1948, 0.2362, 0.7394], [0.3381, -0.3382, -0.4338], [-0.0997, -0.1828, -0.7403], [0.3307, -0.0254, 0.0733], [-0.1139, 0.1456, 0.2063], [-0.3039, 0.7126, 0.3572], [-0.3913, 0.5575, 0.4676], [-0.0442, 0.0445, -0.2082], [0.2118, -0.1064, -0.1035], [-0.2491, 0.1206, -0.3826], [-0.0813, 0.0282, 0.0053], [-0.0699, -0.2872, -0.2079], [0.1260, -0.2172, 0.2275], [0.0644, -0.0036, 0.0661], [0.1338, -0.0459, 0.4597], [0.0032, 0.0142, -0.0948], [0.0061, -0.0217, 0.0135], [-0.0127, -0.1737, 0.1469], [0.0221, -0.0006, -0.0197], [-0.0148, 0.0518, -0.0746], [0.0675, -0.0518, 0.0597], [0.0862, 0.0940, 0.0562], [0.0312, -0.0522, -0.0992], [-0.0112, -0.0174, 0.0080], [0.0106, 0.0117, 0.0169], [0.0329, 0.0680, -0.1069], [0.0404, -0.0303, 0.0018], [-0.0249, -0.0660, 0.0507], [0.0261, 0.0491, 0.0208], [0.0184, -0.0136, 0.0266], [-0.0348, -0.0459, 0.0230], [-0.0166, 0.0002, 0.0072], [-0.0273, -0.0029, -0.0304], [0.0047, -0.0038, -0.0018], [0.0123, 0.0143, -0.0126], [-0.0475, 0.0030, -0.0169], [0.0335, 0.0141, 0.0153], [0.0692, -0.0501, 0.0438], [-0.0377, -0.0009, 0.0463], [-0.0649, -0.0228, -0.0492], [-0.0573, -0.0211, 0.0026], [-0.0200, 0.0259, 0.0132], [0.0287, -0.0073, 0.0055], [-0.0035, 0.0073, -0.0133], [0.0014, 0.0253, -0.0085], [0.0084, 0.0039, 0.0129], [0.0451, -0.0129, 0.0439], [0.0478, -0.0321, -0.0856], [0.0407, 0.0218, 0.0302], [-0.0164, -0.0079, -0.0037], [-0.0446, 0.0133, 0.0525], [0.0042, -0.0606, -0.0576]], "mulliken_charge": [-0.075, 0.079, -0.430, 1.177, -0.306, -0.722, 0.022, -0.058, -0.702, -0.842, 0.269, 0.218, -0.818, -0.827, -0.591, 0.888, -0.621, -0.354, -1.310, -0.509, -0.766, -0.728, -0.081, -0.638, -0.685, -0.810, -0.628, 0.334, 0.427, 0.399, 0.431, 0.397, 0.418, 0.307, 0.404, 0.394, 0.289, 0.423, 0.437, 0.462, 0.443, 0.448, 0.467, 0.483, 0.431, 0.322, 0.413, 0.374, 0.455, 0.427, 0.490, 0.386, 0.588]}

=====

3.
{"formula": "C5H8N2O", "method": "ωB97M-V with the def2-TZVPD basis set", "e_tot_ev": -10337.057, "smiles": "C1=NN[C@@H]2COC[C@@H]12", "mol_weight_g_mol": 112.1, "e_above_lowest_kj_mol": 547.03, "symbols": ["O", "N", "N", "C", "C", "C", "C", "C", "H", "H", "H", "H", "H", "H", "H", "H"], "coordinates": [[-1.9310, 0.0116, -0.2497], [2.4414, -0.0786, 0.0544], [1.4251, -1.1322, -0.0089], [-1.1970, 1.1510, 0.2707], [0.1060, 0.7996, -0.3332], [-1.2683, -1.2052, -0.0627], [1.7157, 1.0436, -0.0080], [0.1718, -0.7329, 0.1937], [2.1486, 1.9800, -0.2922], [-1.0058, 1.1983, 1.3443], [-1.3198, -1.7512, -1.0292], [-1.9317, 2.0134, -0.0298], [1.8486, -1.5100, -0.8008], [0.1717, -0.8233, 1.3246], [-1.4574, -1.7695, 0.9300], [0.0822, 0.8054, -1.3033]], "atomic_forces_ev_per_a": [[-1.5837, 0.2529, 1.1359], [-4.4960, 3.4964, 0.2083], [5.9578, -2.4198, -0.2158], [-1.6375, 1.1503, -0.3777], [4.2046, -1.4527, 6.2606], [1.9884, -1.3291, -0.1285], [-0.9747, -2.1853, -0.6312], [-2.7252, 3.4629, 2.0755], [0.6444, 0.4010, 0.5538], [-0.7895, -0.2712, 0.3047], [-0.5481, -0.2363, 0.9223], [2.0816, -1.2387, 0.2910], [-0.5769, -1.8283, -1.9335], [-0.2758, 1.6437, -0.5609], [-0.9308, 0.5087, -2.0713], [-0.3387, 0.0457, -5.8331]], "mulliken_charge": [-0.366, -0.582, -0.123, -0.462, -0.126, -0.276, -0.222, -0.247, 0.408, 0.263, 0.307, 0.257, 0.294, 0.154, 0.266, 0.453]}